1.
This record from OMol25 describes an isolated molecule of C6H5ClN6O2 at a distorted geometry. The level of theory is ωB97M-V with the def2-TZVPD basis set.

Output
E_HOMO	-8.873	eV
SMILES	Cc1nnc2c([N+](=O)[O-])c(N)c(Cl)nn12
total energy	-31856.518	eV

Cartesian coordinates (Å):
C (0.96799, 1.61086, 3.10995)
H (-0.06146, 1.55130, 3.54541)
N (-1.29886, -2.16781, -1.98196)
C (-0.77904, -1.30034, -1.04853)
N (1.34225, 1.67440, -0.47148)
N (0.22173, 0.36571, 0.93124)
C (0.90403, 1.37288, 1.62313)
H (1.61876, 0.88435, 3.58379)
Cl (-1.88365, -2.98095, 0.96954)
C (-0.04815, -0.18500, -1.48034)
O (1.19298, 0.50271, -3.25472)
O (-0.88608, 0.12279, -3.57015)
H (-1.87569, -2.93501, -1.63406)
N (0.08769, 0.17263, -2.84856)
N (-0.55525, -0.69631, 1.35230)
N (1.53479, 2.16979, 0.78806)
C (-0.96352, -1.55266, 0.44714)
H (-1.45841, -1.81515, -2.91211)
C (0.53155, 0.63232, -0.39780)
H (1.40834, 2.57353, 3.24913)


2.
This record from OMol25 describes a structure of composition C25H33BHfN3O3 at a distorted geometry. The level of theory is ωB97M-V with the def2-TZVPD basis set.

Output
E_HOMO	-18.141	eV
ΔE to the lowest compared entry with this formula, charge and spin	22.0	kcal/mol
total energy	-39034.682	eV
net charge	+3

Cartesian coordinates (Å):
O (0.97718, -1.85910, -0.03263)
H (3.82314, 4.50384, -0.05772)
H (-1.86546, 1.71425, 2.11881)
C (-0.97172, -4.25031, -2.00268)
H (0.90999, -5.16163, 0.74678)
H (2.78803, -3.46245, -1.07540)
C (-0.12689, -1.42150, 3.57111)
C (1.44544, 3.56812, -1.14940)
H (-2.78238, 0.46508, -3.67713)
H (-1.26955, 0.50883, -2.78604)
H (-1.52062, -3.08474, 1.20193)
C (1.08572, 5.01974, -3.01509)
C (-0.29003, 3.12760, -2.62030)
C (-0.57396, -0.62204, 2.54252)
C (1.09596, -4.10005, 0.91763)
H (-2.02917, -4.21474, -2.26304)
O (-1.01391, -1.96163, -1.17804)
H (-1.57488, -0.74403, 2.15409)
H (-1.10456, 2.49257, -2.90518)
C (-2.90971, 1.48779, 1.89241)
Hf (-0.17625, 1.00775, -0.14890)
C (2.16871, 1.64506, 1.83963)
H (2.15045, -3.98584, 1.16828)
H (-3.30939, 0.89473, 2.71581)
C (-3.09264, 0.75833, 0.58087)
H (-0.55852, 4.43623, -4.28279)
H (-3.44486, 2.43574, 1.87237)
C (3.91387, 3.24964, 1.67430)
H (-2.73069, -0.27686, 0.58078)
N (0.38694, 2.79384, -1.50012)
H (-1.60052, -4.75352, 0.62100)
C (1.80098, 4.68376, -1.87440)
C (0.02360, 4.22157, -3.39740)
C (-1.68795, -3.70976, 0.32065)
H (-2.84081, 2.47962, -2.17977)
H (-4.14471, 0.73765, 0.30999)
C (-2.35987, 0.40258, -2.67218)
O (-2.33125, 1.49019, -0.45216)
N (0.17824, 0.34990, 1.99035)
H (1.36364, 5.89004, -3.59615)
C (0.78566, -3.31502, -0.33554)
H (-4.02635, 1.30737, -1.64993)
C (1.77599, -3.64646, -1.43462)
C (1.96236, -0.25966, 3.45331)
H (-0.72121, -5.28738, -1.77166)
B (-0.02700, -1.20335, -0.65526)
C (1.17184, -1.25066, 4.02292)
C (3.34420, 3.71019, 0.49580)
H (-2.55652, -0.59527, -2.28720)
C (1.43460, 0.53523, 2.46058)
H (3.71721, 1.87130, 3.30743)
H (2.63007, 5.30227, -1.56426)
C (-0.71554, -3.37944, -0.79419)
C (3.30843, 2.21259, 2.36773)
H (4.82130, 3.70271, 2.05281)
H (1.70263, -4.69704, -1.71388)
H (0.49582, -3.78023, 1.76792)
N (1.60126, 2.11078, 0.71101)
H (1.56961, -1.87806, 4.81060)
H (-0.39085, -3.93768, -2.86714)
C (-2.96243, 1.47139, -1.79792)
H (1.61156, -3.03929, -2.32581)
H (2.98539, -0.13147, 3.77719)
C (2.17020, 3.13630, 0.05170)
H (-0.78366, -2.16582, 4.00026)
H (-2.70612, -3.54952, -0.03461)


3.
This record from OMol25 describes a cluster of 2 separate species, C5H9NO in total at a distorted geometry. The level of theory is ωB97M-V with the def2-TZVPD basis set.

Output
E_HOMO	-9.623	eV
ΔE to the lowest compared entry with this formula, charge and spin	84.6	kcal/mol
SMILES	C=CC(N)=O.C=C
total energy	-8865.546	eV

Cartesian coordinates (Å):
H (-0.44581, -2.49596, 0.82167)
H (-0.73788, 0.97912, -0.40045)
H (0.80215, 1.49138, -3.09567)
C (0.00733, 1.56566, -1.13285)
H (-1.88252, 0.23155, 1.02301)
C (0.39318, 0.31675, 1.00532)
C (0.49494, 0.94594, -2.20951)
O (0.41117, 1.31237, 1.71639)
C (-1.04481, -0.45109, 0.91105)
H (0.59609, -0.13422, -2.20908)
H (-2.24494, -2.17819, 0.69380)
H (-0.09492, 2.64564, -1.09830)
H (2.11976, -0.45788, 1.70869)
C (-1.24474, -1.76404, 0.78155)
N (1.47886, -0.53742, 0.92962)
H (1.39216, -1.46961, 0.55475)


Question: The highest total energy belongs to which entry?
Answer: C5H9NO